Entry 1:
Entry from OMol25: a structure of composition C20H21AlN5O3S (wB97M-V/def2-TZVPD).

Element x y z (Å)
C: -1.364 4.282 1.543
C: -3.866 6.672 4.077
H: 1.593 -0.318 -4.428
O: -0.742 3.624 -0.877
N: 0.252 -1.640 3.025
C: -2.979 5.833 3.193
N: 0.444 -5.005 3.888
C: -2.205 1.333 0.302
C: -0.557 0.810 -3.092
C: -2.801 6.172 1.853
C: -1.522 3.929 2.875
C: -4.441 1.373 -0.506
H: -3.146 -1.748 -0.323
C: -2.327 4.709 3.691
H: -5.269 -0.582 -0.941
C: -3.342 2.068 -0.060
C: -3.248 -0.671 -0.261
H: 1.335 1.171 -1.086
O: 0.942 3.249 0.904
C: 0.041 -2.893 2.471
C: -1.996 5.405 1.025
H: -0.927 -1.722 -2.077
C: -0.017 -1.595 -2.667
H: -1.029 3.043 3.256
H: -0.249 -1.834 -3.711
H: -0.585 0.758 -4.185
H: -0.345 1.839 -2.795
H: -3.306 7.045 1.453
H: -1.863 5.645 -0.023
C: 1.782 -0.022 -3.391
N: -0.991 1.754 0.820
H: -5.340 1.913 -0.776
H: -3.348 3.145 0.016
H: 0.704 -2.316 -2.288
H: -2.454 4.436 4.732
C: 0.506 -0.164 -2.544
H: -4.044 6.185 5.035
S: -0.425 3.227 0.472
C: 0.268 -4.046 3.259
H: -3.407 7.644 4.272
H: 2.128 1.016 -3.386
H: -4.829 6.856 3.599
C: 0.813 0.207 -1.113
Al: -0.200 -0.050 0.515
N: -0.871 -3.224 0.093
C: -0.457 -3.074 1.174
H: 2.582 -0.648 -2.991
H: -1.550 0.550 -2.711
N: -2.181 -0.010 0.179
O: -0.025 -0.684 2.062
C: -4.409 -0.020 -0.606

Results
Total charge: -1
LUMO level (alpha / beta), Eh: 0.08107 / 0.08102
M, g/mol: 438.5
ΔE to the lowest compared entry with this formula, charge and spin, kJ/mol: 48.7

***

Entry 2:
Entry from OMol25: a structure of composition C20H21AsBCuF4NO6P2 at a distorted geometry (wB97M-V/def2-TZVPD).

Element x y z (Å)
C: -0.948 -4.171 1.162
C: -3.103 0.282 -2.136
C: -0.474 -3.877 -0.108
H: -0.149 -4.682 -0.756
F: -1.130 2.776 0.844
F: -1.892 4.692 -0.188
H: -5.419 1.207 0.810
O: 1.615 1.689 4.287
C: -0.080 -0.724 -2.090
H: 1.107 -0.537 -5.246
H: 4.327 2.364 3.036
H: -2.977 1.018 1.166
H: 4.369 0.002 -0.941
C: -1.396 -3.160 2.000
H: -1.777 -3.400 2.984
O: 0.210 0.679 2.411
P: 1.344 1.573 2.694
C: 0.910 -2.339 -4.096
H: 0.768 1.638 4.759
H: 4.540 2.222 1.378
H: -6.373 0.803 -1.434
H: 2.948 -1.049 2.756
H: 3.650 0.039 3.962
F: 0.362 4.197 -0.188
H: 0.245 0.919 -3.418
Cu: 0.662 2.096 0.158
H: 0.619 -3.975 -2.744
As: -0.679 0.192 -0.505
P: 2.733 0.564 0.348
C: -0.853 -1.545 0.321
H: 4.591 -0.452 2.519
H: 1.299 -2.969 -4.886
O: 2.344 1.818 -0.414
C: 3.015 0.974 2.127
C: -1.347 -1.837 1.578
N: 3.863 2.223 2.142
C: 0.025 -2.103 -1.872
H: -2.453 0.033 -2.964
C: -2.569 0.489 -0.870
C: 0.806 -0.970 -4.300
H: -4.885 0.222 -3.321
F: -1.053 2.944 -1.446
C: 0.523 -2.906 -2.890
O: 4.300 0.311 -0.023
O: 1.932 -0.656 0.192
C: -3.405 0.828 0.189
H: 3.113 2.981 2.002
C: -5.306 0.717 -1.276
H: -1.670 -1.035 2.227
C: -0.425 -2.559 -0.544
C: -4.771 0.941 -0.016
H: -0.964 -5.198 1.506
C: 0.316 -0.155 -3.287
C: -4.472 0.392 -2.335
B: -0.961 3.697 -0.248
C: 3.602 -0.188 2.896
O: 1.391 2.968 2.089

Results
Spin multiplicity: 2
Total charge: 0
<S²>: 0.7546
LUMO level (alpha / beta), Eh: -0.00142 / -0.06167
M, g/mol: 658.6
ΔE to the lowest compared entry with this formula, charge and spin, kJ/mol: 58.4

***

Entry 3:
Entry from OMol25: a structure of composition C20H21BBrClFIN3O5PS3 at a distorted geometry (wB97M-V/def2-TZVPD).

Element x y z (Å)
O: 6.035 -4.242 -3.185
H: -4.063 4.269 -2.823
H: -2.780 4.726 -0.712
Br: 0.032 -2.072 2.989
S: -3.424 0.859 -0.073
H: 4.654 -2.690 -4.985
H: -2.306 4.432 -3.020
H: 1.640 3.127 -0.511
H: 2.892 1.923 1.522
C: -1.718 2.917 -0.731
H: 3.341 -3.892 -5.021
P: -5.025 -0.653 5.039
S: -5.624 0.811 1.995
O: 3.002 1.563 0.634
S: 5.150 -3.354 -2.187
F: -3.061 2.562 -3.167
N: -0.931 -0.487 0.586
C: -0.724 0.840 0.093
C: -0.438 3.454 -0.819
C: -1.634 -1.218 2.802
Cl: -2.206 -2.111 5.254
C: 0.568 1.387 -0.008
O: 4.771 -4.138 -1.071
H: -5.698 -1.890 4.965
C: -2.932 3.720 -1.100
C: -3.099 3.819 -2.605
C: -4.119 -0.015 2.439
H: 4.779 -5.616 -4.066
C: -2.588 -1.265 3.805
H: -5.989 0.311 4.725
H: 1.571 -0.963 -1.570
H: 2.333 -2.405 -0.867
H: 3.200 -2.151 1.607
H: 3.406 -0.481 2.137
C: 5.251 -4.663 -4.309
O: 3.875 -3.193 -3.146
H: 4.235 -1.073 0.707
H: -6.544 0.170 2.721
C: 4.226 -3.562 -4.485
H: -0.064 7.030 -1.364
C: 3.301 -1.121 1.270
C: 2.360 -1.320 -0.912
C: -1.898 -0.555 1.618
C: -3.138 0.030 1.461
O: 5.780 -2.094 -2.039
H: 5.890 -4.783 -5.179
C: -0.258 5.991 -1.315
N: 2.162 -0.739 0.425
N: -4.346 -0.327 6.426
I: -1.328 -1.873 -0.901
H: 3.303 -1.005 -1.365
C: -3.824 -0.656 3.650
C: 0.655 2.690 -0.454
C: -1.828 1.612 -0.260
B: 1.940 0.680 0.364
H: -3.823 3.328 -0.633
C: -0.268 4.801 -1.248
H: -4.783 0.516 6.786

Results
Total charge: 0
LUMO level, Eh: -0.02753
M, g/mol: 782.7